Molecular formula: C27H22IrN6O9
Method: DFT, ωB97M-V with the def2-TZVPD basis set

Results
Energy relative to the best compared isomer or geometry (same formula, charge and spin) = 2.5 kcal/mol
Molecular weight = 766.72 g mol⁻¹
E_tot = -2151.8924 Eh

```
! wB97M-V def2-TZVPD RIJCOSX def2/J DEFGRID3
* xyz 1 1
Ir 0.1755 -0.2062 0.1150
O -1.1079 0.3699 1.5946
C -2.3513 0.2304 1.5248
C -3.1262 -0.3000 0.4649
C -4.5151 -0.4119 0.7214
C -5.3420 -0.9020 -0.2373
C -4.8532 -1.2871 -1.4999
C -3.5239 -1.1784 -1.7801
C -2.6039 -0.6874 -0.8140
O -1.3659 -0.6053 -1.1566
N -6.7773 -1.0275 0.0465
O -7.4825 -1.4474 -0.8460
O -7.1589 -0.6990 1.1506
H -2.8969 0.5692 2.4099
H -4.9243 -0.1100 1.6764
H -5.5516 -1.6641 -2.2337
H -3.1301 -1.4615 -2.7458
O 2.2226 -6.9082 0.2198
N 2.8283 -6.2361 -0.5874
O 3.7447 -6.6252 -1.2701
C 2.4310 -4.8083 -0.7319
C 3.0425 -4.1373 -1.7301
C 2.7467 -2.7605 -1.9847
C 3.3468 -1.9876 -2.9953
C 2.9811 -0.6732 -3.1346
C 2.0422 -0.1176 -2.2596
N 1.4853 -0.8274 -1.2937
C 1.8109 -2.1412 -1.1664
C 1.1426 -2.8718 -0.1292
N 0.2374 -2.1501 0.5785
C -0.3779 -2.7134 1.6037
C -0.1215 -4.0352 1.9563
C 0.7772 -4.7895 1.2441
C 1.4434 -4.2092 0.1432
H 3.7643 -4.6568 -2.3441
H 4.0818 -2.4308 -3.6544
H 3.4131 -0.0500 -3.9037
H 1.7422 0.9204 -2.3258
H -1.0765 -2.1009 2.1533
H -0.6385 -4.4570 2.8057
H 0.9769 -5.8075 1.5284
C 5.1457 0.9923 0.5518
C 5.0819 0.7026 2.0457
C 3.6750 0.8770 2.6605
C 3.7126 0.5241 4.1594
C 2.3643 0.6707 4.8514
C 3.3006 2.3538 2.5273
O 3.8928 3.2259 3.0994
N 2.2466 2.6850 1.6632
C 1.4955 1.7508 1.0435
O 0.5587 2.0066 0.2431
N 1.6987 0.4411 1.2489
C 2.7347 -0.0940 1.9560
O 2.9005 -1.2966 1.9994
H 6.1456 0.7959 0.1674
H 4.9136 2.0365 0.3299
H 4.4511 0.3599 -0.0103
H 5.7532 1.3681 2.5895
H 5.3899 -0.3233 2.2496
H 4.4496 1.1792 4.6244
H 4.0753 -0.5012 4.2372
H 2.0278 1.7094 4.8596
H 2.4287 0.3434 5.8879
H 1.5936 0.0655 4.3666
H 2.0298 3.6634 1.5231
*
```

=====

Molecular formula: C27H22N2O3
Method: DFT, ωB97M-V with the def2-TZVPD basis set

Results
Energy relative to the best compared isomer or geometry (same formula, charge and spin) = 94.3 kcal/mol
Molecular weight = 422.48 g mol⁻¹
SMILES = CN(C)c1ccc(C2(Oc3ccc([N+](=O)[O-])cc3)c3ccccc3-c3ccccc32)cc1
E_tot = -1377.1668 Eh

```
! wB97M-V def2-TZVPD RIJCOSX def2/J DEFGRID3
* xyz 0 1
C 4.7666 9.8454 -1.7841
N 4.0622 9.1115 -2.8304
C 4.0349 9.8511 -4.0836
C 3.9783 7.7288 -2.8068
C 3.1406 7.0474 -1.8509
C 2.8866 5.6892 -1.9751
C 3.5745 4.8887 -2.8993
C 3.2357 3.3995 -2.9668
O 3.5051 2.6240 -1.6038
C 3.0395 1.5045 -1.0636
C 2.9611 1.4989 0.3674
C 2.7440 0.3381 1.0801
C 2.4980 -0.8679 0.4063
N 2.3052 -2.1021 1.0866
O 2.0889 -3.1221 0.4163
O 2.3697 -2.0967 2.3390
C 2.4520 -0.8814 -0.9749
C 2.6781 0.2809 -1.7157
C 4.1196 2.6019 -3.9497
C 5.4981 2.5682 -3.9922
C 6.0976 1.5005 -4.6695
C 5.3074 0.5269 -5.2816
C 3.8989 0.6266 -5.2843
C 3.3157 1.6776 -4.5987
C 1.8954 2.0102 -4.3323
C 0.7274 1.3812 -4.7736
C -0.4992 1.9545 -4.4074
C -0.5540 3.1777 -3.7354
C 0.6118 3.7979 -3.2864
C 1.8244 3.1263 -3.4783
C 4.4321 5.5436 -3.8158
C 4.6058 6.9284 -3.7898
H 4.7542 9.3181 -0.8208
H 5.8246 10.0278 -2.0908
H 4.2777 10.8156 -1.6977
H 3.2898 9.4205 -4.7700
H 3.7649 10.8748 -3.8236
H 5.0292 9.8559 -4.5657
H 2.6145 7.6385 -1.0815
H 2.1765 5.1881 -1.3241
H 3.0646 2.4802 0.8449
H 2.7609 0.3542 2.1687
H 2.2423 -1.8193 -1.4867
H 2.5306 0.2473 -2.7922
H 6.0486 3.3332 -3.4422
H 7.1727 1.4813 -4.7110
H 5.7909 -0.2860 -5.8007
H 3.2542 -0.0477 -5.8688
H 0.8169 0.4976 -5.4205
H -1.4172 1.4477 -4.6837
H -1.5008 3.6582 -3.5485
H 0.6118 4.7217 -2.7269
H 4.9882 4.9758 -4.5296
H 5.2268 7.4206 -4.5729
*
```

=====

Molecular formula: C27H22N6O6S3Y
Method: DFT, ωB97M-V with the def2-TZVPD basis set

Results
Energy relative to the best compared isomer or geometry (same formula, charge and spin) = 34.4 kcal/mol
Molecular weight = 711.62 g mol⁻¹
E_tot = -3055.2598 Eh

```
! wB97M-V def2-TZVPD RIJCOSX def2/J DEFGRID3
* xyz -1 1
Y 7.2751 9.2228 12.1677
N 6.0368 5.3304 14.5903
C 6.0736 6.2770 13.5678
S 4.8214 7.4050 13.4076
N 7.1291 6.0155 12.7751
N 7.2560 6.7239 11.6408
C 7.5186 5.9907 10.5443
C 7.8210 6.5493 9.2964
C 8.3530 5.7428 8.2726
C 8.8262 6.2532 7.0656
C 8.6388 7.6266 6.8576
C 8.2125 8.5057 7.8466
C 7.7734 8.0029 9.1092
O 7.4166 8.7966 10.0889
H 5.2095 5.2319 15.2046
H 6.4782 4.4828 14.4219
H 7.6116 4.9233 10.6315
H 8.3787 4.6811 8.4936
H 9.3257 5.6331 6.3273
H 8.8612 8.0152 5.8827
H 8.1618 9.5394 7.6799
C 10.7721 6.6556 13.3161
C 10.9703 7.9937 12.6919
N 9.9280 8.7343 12.3128
C 10.4797 9.9099 11.7298
C 11.8993 9.7838 11.7188
N 12.1606 8.5610 12.2846
C 13.0066 10.6769 11.2209
O 12.5856 11.7723 10.6401
O 14.1785 10.3078 11.3272
C 9.5727 11.1098 11.4398
O 10.0401 12.0515 10.7830
O 8.3911 11.0506 11.9919
H 9.8332 6.2499 12.9539
H 10.6678 6.7779 14.3926
H 11.5872 5.9666 13.0998
H 13.0877 8.0682 12.2971
H 11.5562 11.9268 10.5939
S 5.0134 10.7050 11.9584
C 5.3922 11.2905 13.4862
N 5.6978 11.7346 14.5230
O 7.6016 9.0381 14.4315
S 8.3060 9.7654 15.5622
C 9.3651 8.5445 16.5027
C 10.4877 8.9584 17.1934
C 11.1779 8.0458 17.9981
C 10.8287 6.6942 18.1344
C 9.7522 6.2575 17.3824
C 9.0154 7.1743 16.6008
C 7.1882 10.1335 16.8924
C 7.7589 10.9403 17.8732
C 7.1092 11.0617 19.1455
C 6.0323 10.2037 19.3829
C 5.3756 9.5089 18.3500
C 5.9449 9.4923 17.0763
H 10.9431 9.9520 17.0800
H 11.9599 8.4122 18.6443
H 11.4458 6.0160 18.7339
H 9.4131 5.2606 17.3715
H 8.1767 6.8254 15.9926
H 8.6720 11.3989 17.6136
H 7.4382 11.7616 19.9154
H 5.6697 10.0698 20.3915
H 4.5332 8.8401 18.6408
H 5.5097 8.9427 16.2170
*
```

=====

Molecular formula: C27H22N6ORhS4
Method: DFT, ωB97M-V with the def2-TZVPD basis set

Results
Molecular weight = 677.69 g mol⁻¹
E_tot = -3148.9531 Eh

```
! wB97M-V def2-TZVPD RIJCOSX def2/J DEFGRID3
* xyz 1 1
Rh 0.4635 -1.0460 0.7237
C 0.2002 -3.2607 -2.2917
C -0.2495 -3.7962 -0.9887
N 0.0162 -3.2370 0.1492
C -0.5169 -3.9111 1.2165
C -1.2191 -5.0279 0.8664
S -1.2077 -5.2389 -0.8350
C -0.2298 -3.4082 2.5453
C -0.7551 -3.8379 3.7271
S -0.0270 -3.0235 5.0476
C 0.9677 -2.1373 3.9225
N 0.7198 -2.4189 2.6786
C 1.9993 -1.2134 4.4436
H 0.7730 -2.3469 -2.1213
H -0.6606 -3.0461 -2.9240
H 0.8201 -3.9858 -2.8189
H -1.7194 -5.7277 1.5023
H -1.5049 -4.5831 3.8895
H 2.7139 -1.7683 5.0534
H 1.5441 -0.4587 5.0852
H 2.5336 -0.7319 3.6241
S 0.9131 0.8248 2.1643
C -0.5439 0.8205 3.0940
C -0.5225 1.4906 4.3172
C -1.6533 1.5567 5.1151
C -1.5930 2.2452 6.3502
N -1.4955 2.8074 7.3435
C -2.8507 0.9472 4.6760
C -2.8796 0.2746 3.4638
C -1.7400 0.1959 2.6621
S -1.8531 -0.6214 1.1415
C -4.0225 1.0562 5.4618
N -4.9719 1.1460 6.0945
H 0.3890 1.9708 4.6378
H -3.7956 -0.1907 3.1306
C 0.0917 3.6003 -4.0794
N 0.6404 2.9455 -2.9233
N 0.7370 1.5812 -2.8384
C 0.8878 1.2205 -1.5132
O 1.0161 0.0232 -1.1564
C 0.8780 2.4380 -0.7854
C 0.7139 3.4646 -1.6794
C 0.6122 4.9213 -1.4393
C 0.9893 0.8126 -3.9982
C 0.2309 -0.3200 -4.2564
C 0.4681 -1.0394 -5.4148
C 1.4308 -0.6187 -6.3177
C 2.1981 0.5033 -6.0468
C 1.9870 1.2189 -4.8834
H 0.0157 2.8825 -4.8942
H 0.7296 4.4294 -4.3924
H -0.9068 3.9927 -3.8570
H 0.9947 2.5337 0.2744
H 0.8957 5.1483 -0.4161
H -0.4106 5.2628 -1.6009
H 1.2610 5.4746 -2.1166
H -0.5343 -0.6137 -3.5560
H -0.1129 -1.9240 -5.6208
H 1.5887 -1.1638 -7.2337
H 2.9628 0.8222 -6.7395
H 2.5932 2.0855 -4.6632
*
```